82
Properties=species:S:1:pos:R:3:forces:R:3 method="wB97M-V/def2-TZVPD" total_charge=+1 fmax_ev_per_a=5.9 total_energy_ev=-103130.323 de_lowest_kj_mol=206.4 multiplicity=2 homo_lumo_gap_ha="0.242 / 0.147"
Yb -0.42943 0.13642 1.50667 0.3 -2.0 -1.5
C -5.29487 -0.39803 0.88662 0.9 -0.9 0.2
C -3.80590 -0.65443 0.89027 1.8 0.6 1.3
N -2.94832 0.31240 1.26150 1.4 -4.4 -2.5
O -3.41748 1.43411 1.71434 -2.8 5.0 1.3
C -3.10577 -1.85350 0.47763 0.9 0.1 0.9
C -3.67783 -2.99303 -0.26634 0.3 -0.4 -1.3
N -1.79310 -1.80726 0.81477 -0.3 1.6 -0.9
O -0.86367 -2.22169 0.03637 -0.7 -1.0 0.6
H -5.61191 -0.01794 1.88498 0.0 -0.6 -0.8
H -5.81633 -1.26686 0.46370 -0.1 0.1 0.8
H -5.45416 0.35518 0.15805 -0.4 1.2 -0.6
H -3.84347 1.97677 0.99405 0.5 -0.8 0.8
H -4.65884 -3.27389 0.13672 0.2 -0.1 -0.2
H -2.96282 -3.84078 -0.20109 -0.6 0.4 0.1
H -3.76874 -2.77982 -1.35775 -0.2 -0.2 0.6
C -0.08847 3.04594 2.60155 -0.5 0.1 0.8
C 1.28209 2.54028 2.90738 1.7 0.1 0.3
C 2.23580 3.38719 3.56654 -0.6 0.0 -0.4
C 3.48117 2.92189 3.90291 -1.4 -0.4 -1.1
C 3.78691 1.57829 3.51402 0.6 -0.1 0.9
C 5.08488 1.06153 3.78946 0.1 1.4 0.1
C 5.50988 -0.13624 3.27114 -0.1 0.0 0.2
C 4.57161 -0.92769 2.62151 -0.9 1.7 0.3
C 3.21575 -0.53532 2.46819 1.0 -1.1 -0.6
S 2.29064 -1.76004 1.68199 -1.4 1.1 0.0
C 2.81789 0.78078 2.86750 0.2 0.6 -0.4
N 1.60422 1.32503 2.52257 -0.7 -0.8 0.4
H -0.14044 3.53509 1.62986 -0.1 0.0 0.0
H -0.44734 3.73281 3.39689 0.4 -0.2 -0.6
H -0.81013 2.22144 2.67650 -0.1 0.3 -0.2
H 1.91491 4.41982 3.67660 0.3 -0.1 0.4
H 4.18977 3.60305 4.34370 0.3 -0.2 0.2
H 5.69512 1.81065 4.32522 0.2 -0.9 -0.3
H 6.52382 -0.52394 3.32004 -0.1 0.4 0.3
H 4.90870 -1.80388 2.13942 0.0 -1.0 -0.3
C -0.40761 -3.57504 3.62433 -1.9 0.5 -1.8
N 0.08866 -2.68292 4.62758 -0.8 -0.2 -0.1
C -0.17125 -1.36702 4.55446 0.8 0.4 0.9
N 0.25051 -0.69398 5.66300 -0.1 0.2 0.8
O -0.65494 -0.75060 3.57889 0.3 -0.4 0.7
H 0.35716 -4.22214 3.26880 0.7 -0.6 -0.2
H -0.70615 -2.90215 2.75402 0.3 -1.1 1.0
H -1.31573 -4.19962 3.88484 1.0 0.9 0.2
H 0.34539 -3.06816 5.52463 0.1 0.2 -0.2
H 0.42610 -1.14883 6.56989 -0.2 0.3 -1.1
H 0.07876 0.29247 5.69394 -0.1 0.1 0.0
O 0.05147 0.45378 -0.83829 0.2 0.5 -1.5
P 0.07180 0.38045 -2.39043 -2.0 -0.2 2.0
C 1.19105 1.51804 -3.16368 1.4 -0.8 -0.5
C 1.81973 1.06207 -4.33340 0.1 0.5 0.3
C 3.00537 1.65847 -4.80606 -1.6 -1.7 -1.1
C 3.58934 2.67381 -4.09700 -0.5 1.8 0.5
C 2.82541 3.28028 -3.05329 0.0 0.3 0.1
C 1.65983 2.67973 -2.55066 0.1 0.2 0.2
C -1.57583 0.81229 -3.04158 -0.2 1.1 1.1
C -2.61795 0.95074 -2.10167 0.6 -0.9 -0.2
C -3.85828 1.43570 -2.46397 -0.1 0.1 0.6
C -4.01126 2.00868 -3.73508 -0.2 -0.2 0.5
C -2.97428 1.95610 -4.66077 0.7 -0.7 0.8
C -1.75810 1.32674 -4.31224 -0.5 -0.3 -1.1
C 0.34429 -1.28554 -2.96687 1.7 0.3 -1.2
C 1.66894 -1.79077 -2.99771 -0.3 -1.7 0.9
C 1.88490 -3.15854 -3.26176 -0.7 1.2 0.1
C 0.81222 -3.94786 -3.64374 -0.6 -0.5 -0.5
C -0.44988 -3.40139 -3.78763 -1.0 -0.3 -0.5
C -0.67175 -2.04871 -3.53312 -1.1 -0.5 0.0
H 1.38175 0.22527 -4.88418 0.3 0.2 0.2
H 3.24103 1.23816 -5.80893 0.9 0.7 1.0
H 4.51998 3.16883 -4.41522 -0.5 -0.4 0.1
H 3.09869 4.29650 -2.69076 0.1 -1.1 -0.1
H 1.06828 3.06386 -1.69067 0.8 0.0 -0.7
H -2.42402 0.58225 -1.09903 -0.2 0.1 -0.1
H -4.65774 1.37358 -1.68107 0.6 0.4 -1.1
H -4.95942 2.48188 -3.93409 -0.1 0.1 -0.4
H -3.04884 2.35288 -5.65076 -0.3 0.2 -0.3
H -1.01023 1.13902 -5.10847 -0.4 0.5 0.6
H 2.57732 -1.27768 -2.68910 -0.5 0.5 0.1
H 2.86416 -3.54368 -3.08258 0.5 -0.3 -0.3
H 0.84202 -4.98785 -3.96525 0.7 0.1 0.5
H -1.29340 -4.08618 -4.11662 1.1 1.2 0.3
H -1.67168 -1.65719 -3.81216 0.8 0.0 0.7

=====

80
Properties=species:S:1:pos:R:3:forces:R:3 method="wB97M-V/def2-TZVPD" total_charge=0 fmax_ev_per_a=4.8 total_energy_ev=-116353.527 multiplicity=2 homo_lumo_gap_ha="0.213 / 0.212"
Re 0.76980 -0.72040 0.18730 -1.0 -0.3 -3.4
C -1.57820 2.33900 2.76130 0.1 -0.1 0.0
C -1.77400 1.84320 1.35270 0.1 0.0 -0.1
C -2.64970 0.78610 1.07910 0.1 0.1 -0.2
C -3.34120 0.07190 2.20980 0.1 0.1 -0.1
C -2.96020 0.47020 -0.24520 0.0 0.2 0.0
C -3.87080 -0.68240 -0.57360 0.1 0.1 0.1
C -2.48140 1.27470 -1.28630 0.0 0.2 0.1
C -3.07440 1.13260 -2.66420 0.1 0.0 0.1
C -1.51630 2.24540 -1.01780 -0.1 -0.1 0.0
C -0.91800 3.09950 -2.10290 -0.1 -0.1 0.0
C -1.12650 2.49990 0.30090 -0.2 -0.1 0.0
C -0.06690 3.53650 0.54780 -0.1 0.0 0.0
H -0.65420 1.94980 3.19900 -0.1 0.1 0.1
H -2.41050 2.06370 3.40000 0.0 0.0 0.1
H -1.51400 3.42400 2.76520 0.0 0.1 0.1
H -4.28650 0.56940 2.42590 -0.2 0.0 0.1
H -2.74340 0.07380 3.11360 0.0 0.0 0.1
H -3.55850 -0.96250 1.96590 -0.1 -0.1 0.0
H -3.74380 -1.50040 0.13080 -0.1 -0.1 0.0
H -3.65110 -1.07450 -1.56210 -0.1 0.0 -0.1
H -4.91610 -0.36920 -0.54640 -0.1 -0.1 0.0
H -2.53370 0.39910 -3.26260 -0.1 -0.1 -0.2
H -3.05430 2.08380 -3.18780 0.0 0.0 -0.1
H -4.11460 0.82660 -2.59440 -0.1 -0.1 -0.1
H -1.30210 4.12020 -2.03080 0.1 0.1 -0.1
H -1.13040 2.71560 -3.09500 0.0 0.0 -0.1
H 0.16290 3.14480 -1.98280 0.1 0.1 -0.1
H -0.37720 4.51520 0.18530 0.0 0.2 0.0
H 0.84030 3.25040 0.01570 0.1 0.1 0.0
H 0.18790 3.61300 1.59870 0.0 0.1 0.0
Se 1.55690 1.01490 1.72810 -0.1 0.1 0.8
C 3.08330 0.39500 2.66580 0.0 -0.1 0.2
C 3.27190 -0.92760 3.05920 0.0 0.1 -0.1
C 4.35750 -1.21820 3.86770 -0.1 -0.2 -0.1
N 5.23420 -0.31650 4.27740 0.4 -0.2 0.3
C 5.05730 0.93730 3.88940 0.0 0.2 0.0
C 4.00570 1.34810 3.09530 -0.2 -0.1 -0.2
H 2.58620 -1.71210 2.75820 0.0 0.0 0.1
H 4.52350 -2.22900 4.21610 0.0 -0.1 0.0
H 5.78740 1.65190 4.24510 0.1 0.1 0.0
H 3.88210 2.38010 2.80100 0.1 0.1 0.0
C 4.49230 2.24530 -2.68520 0.0 0.5 0.1
N 3.93430 0.95690 -2.35220 -0.1 -0.1 0.0
C 4.23470 -0.16080 -3.05140 0.0 -0.5 0.0
C 3.70840 -1.36290 -2.73930 -0.1 -0.1 -0.2
C 2.76550 -1.43390 -1.65510 0.2 0.1 0.1
O 2.21950 -2.45820 -1.21760 0.0 -0.1 0.1
N 2.43000 -0.25920 -1.03920 -0.6 -0.3 0.2
C 3.00650 0.92820 -1.31270 0.2 0.9 0.2
O 2.76260 1.95470 -0.69530 0.1 0.2 -0.7
H 5.16880 2.14480 -3.53180 0.0 0.0 0.1
H 5.02020 2.64720 -1.81730 0.0 0.0 -0.2
H 3.68240 2.93470 -2.93630 0.2 0.0 0.0
H 4.93000 -0.02290 -3.86800 0.0 -0.1 0.0
H 3.92580 -2.25510 -3.29870 0.1 -0.1 -0.1
N -0.26280 -0.90640 -1.29640 2.1 -0.6 4.3
C -0.28800 -0.92940 -2.61510 -0.3 0.6 -3.0
C 0.22590 0.14940 -3.38030 -0.2 -0.5 0.7
C 0.24360 0.08540 -4.75260 0.1 -0.1 -0.4
C -0.20250 -1.05260 -5.41380 -0.1 0.1 0.1
C -0.71550 -2.11470 -4.68130 -0.1 0.0 -0.2
C -0.79170 -2.05560 -3.30900 0.3 0.5 0.6
H 0.59670 1.01210 -2.85020 0.0 0.1 0.1
H 0.61690 0.92610 -5.32240 0.0 0.0 0.0
H -0.17220 -1.09450 -6.49130 0.0 -0.1 -0.1
H -1.07350 -2.99650 -5.19110 0.0 -0.1 -0.1
H -1.20340 -2.87110 -2.73420 0.0 -0.1 0.0
N -3.06030 -5.03120 4.83700 0.0 0.0 0.0
C -2.50810 -4.35040 4.09380 -0.5 -0.7 0.7
C -1.83160 -3.49780 3.20300 0.9 1.2 -0.9
C -1.76040 -3.75790 1.82400 -0.2 0.1 0.7
C -1.09710 -2.88300 1.00230 -0.1 0.2 -0.3
N -0.51370 -1.73560 1.43850 -0.6 -0.7 1.2
C -0.61630 -1.48210 2.76340 0.2 0.3 -0.1
C -1.22050 -2.32170 3.66340 -0.5 -0.9 -0.1
H -2.23230 -4.63820 1.41630 0.0 0.0 -0.1
H -1.02750 -3.07210 -0.06130 0.1 0.1 0.1
H -0.19180 -0.54780 3.11130 0.1 0.0 -0.2
H -1.24640 -2.06960 4.71190 0.0 0.1 0.0

=====

102
Properties=species:S:1:pos:R:3:forces:R:3 method="wB97M-V/def2-TZVPD" total_charge=-2 fmax_ev_per_a=1.2 total_energy_ev=-141674.671 de_lowest_kj_mol=0.0 multiplicity=2 homo_lumo_gap_ha=0.217
Na -0.93224 0.44481 0.23142 0.3 -0.6 -1.0
C 2.35770 -3.92223 0.30665 0.0 0.0 0.0
C 1.70040 -3.13756 -0.78707 0.0 0.0 0.0
C 2.30292 -2.46266 -1.86694 0.0 0.0 0.1
C 1.24827 -1.90042 -2.54727 0.0 0.0 0.0
N 0.11411 -2.24235 -1.90452 0.0 0.0 0.1
N 0.38389 -3.00601 -0.81981 0.0 0.0 -0.1
B -1.32300 -2.05693 -2.40998 0.0 -0.1 -0.1
N -1.50096 -0.67318 -3.06128 0.1 0.0 0.0
C -1.32122 -0.37297 -4.36733 -0.1 0.0 0.0
C -1.46478 0.98297 -4.51832 0.0 0.0 0.0
C -1.70819 1.45795 -3.21602 0.0 0.0 0.0
C -1.91087 2.87925 -2.80929 0.1 0.0 0.0
N -1.71878 0.46183 -2.34246 0.1 0.0 -0.1
N -2.30748 -2.32362 -1.25694 -0.1 0.1 0.0
C -3.10966 -3.39507 -1.11749 0.1 0.0 0.0
C -3.76379 -3.28271 0.08854 0.0 0.0 0.0
C -3.28293 -2.07952 0.63820 0.0 0.0 0.0
C -3.63428 -1.46572 1.95337 -0.1 0.0 0.0
N -2.40332 -1.51432 -0.18045 0.0 -0.1 0.2
N -1.63692 -3.11835 -3.50991 0.0 0.0 0.1
C -2.71096 -3.14410 -4.32577 0.0 0.0 0.0
C -2.74022 -4.37002 -4.95221 0.0 0.0 0.0
C -1.61777 -5.04894 -4.43228 0.0 0.0 0.0
C -1.13119 -6.42911 -4.74832 0.0 0.0 0.0
N -0.96920 -4.29181 -3.56174 0.0 0.1 -0.1
H 3.43997 -3.94818 0.16328 0.0 0.0 0.0
H 2.15066 -3.49372 1.29134 0.0 0.0 0.0
H 1.99806 -4.95302 0.32322 0.0 0.0 0.0
H 3.35345 -2.36358 -2.08709 0.0 0.0 0.0
H 1.22366 -1.26059 -3.41558 0.0 0.0 0.0
H -1.10973 -1.14558 -5.08806 0.0 0.0 0.0
H -1.36820 1.56212 -5.42241 0.0 0.0 0.0
H -1.34038 3.53449 -3.46898 0.0 0.0 0.0
H -2.96442 3.16585 -2.86426 0.0 0.0 0.0
H -1.54997 3.04536 -1.79702 -0.1 0.0 -0.1
H -3.14581 -4.16228 -1.87404 0.0 0.0 0.0
H -4.48598 -3.96140 0.51303 0.0 0.0 0.0
H -4.63211 -1.77908 2.26628 0.0 0.0 0.0
H -2.92559 -1.75909 2.73234 0.0 0.0 0.0
H -3.62386 -0.38070 1.89389 0.0 0.0 0.0
H -3.37029 -2.29323 -4.39290 0.0 0.0 0.0
H -3.45492 -4.72040 -5.68033 0.0 0.0 0.0
H -1.72804 -6.87706 -5.54440 0.0 0.0 0.0
H -0.08909 -6.40997 -5.07162 0.0 0.0 0.0
H -1.19059 -7.07858 -3.87274 0.0 0.0 0.0
F -3.55407 0.64907 4.28387 0.1 0.0 0.1
C -2.30116 0.92838 4.65056 0.0 0.0 0.0
F -2.34421 1.79247 5.66855 0.0 -0.1 0.0
F -1.71944 -0.19688 5.07130 -0.1 0.1 0.1
S -1.30249 1.61928 3.26059 0.1 -0.1 -0.1
O -1.05582 0.49462 2.38345 -0.2 0.2 0.6
O -0.16963 2.21913 3.89538 0.0 0.0 0.0
N -2.36728 2.63963 2.71357 0.0 0.1 0.0
S -2.28466 3.27392 1.28073 0.1 0.0 0.3
O -1.30964 2.62136 0.43322 -0.1 0.5 0.1
O -2.32556 4.70075 1.30608 0.0 0.0 0.0
C -3.92104 2.77305 0.58856 0.0 0.0 0.0
F -4.23064 3.55037 -0.44994 0.0 -0.1 0.0
F -4.88792 2.89561 1.50491 0.0 0.0 -0.1
F -3.87123 1.50598 0.18423 -0.1 0.0 0.0
O 4.49707 4.33372 -8.27329 0.0 0.0 0.0
C 4.74923 4.65166 -6.96660 0.0 0.0 0.0
O 5.60379 5.47270 -6.74356 0.0 0.0 0.0
C 3.94361 3.95815 -5.94509 0.0 0.0 0.0
C 3.02902 2.93364 -6.22333 0.0 0.0 0.0
C 2.30523 2.32183 -5.22292 0.0 0.0 0.0
C 2.44793 2.69306 -3.86525 0.0 0.1 0.0
S 1.53178 1.91986 -2.62863 0.0 0.1 -0.1
C 3.36874 3.73558 -3.60203 0.0 0.0 0.0
C 4.09307 4.33931 -4.60568 0.0 0.0 0.0
H 3.76778 3.70624 -8.29942 0.0 0.0 0.0
H 2.86618 2.56738 -7.23502 0.0 0.0 0.0
H 1.60359 1.53116 -5.46114 0.0 0.0 0.0
H 3.48929 4.05469 -2.57359 0.0 0.0 0.0
H 4.79339 5.13214 -4.37385 0.0 0.0 0.0
O 2.01314 3.44405 0.80823 -0.1 -0.1 0.0
H 2.18346 2.58664 0.39664 0.0 0.1 -0.1
H 1.06260 3.53957 0.66821 0.0 0.1 0.0
Cl 1.76715 -1.24596 7.65441 0.0 0.0 0.0
C 1.12582 -1.74991 6.10902 0.0 0.0 0.0
C 1.36867 -0.97565 4.97949 0.0 0.0 -0.1
C 0.85652 -1.37709 3.76365 0.1 0.1 0.0
C 0.08633 -2.56158 3.64322 -0.1 0.0 -0.1
C -0.43484 -2.95164 2.40267 0.0 -0.1 0.0
C -0.14661 -3.31133 4.82288 0.0 0.0 0.1
C 0.36762 -2.91387 6.03885 0.0 0.0 0.0
H 1.92851 -0.05238 5.06015 0.0 0.0 0.0
H 0.99762 -0.75663 2.88462 0.0 -0.1 0.1
H -1.07111 -3.82492 2.31693 0.0 0.0 0.0
H -0.20899 -2.42294 1.48540 -0.1 0.0 0.1
H -0.74105 -4.21581 4.76015 0.0 0.0 0.0
H 0.18611 -3.49078 6.93634 0.0 0.0 0.0
N 3.44351 0.38070 -0.63547 0.1 0.1 0.4
C 2.85054 -0.05477 0.48070 0.1 0.1 -0.2
O 1.66110 0.10595 0.72857 -0.2 -0.1 0.1
C 3.72006 -0.83466 1.45513 0.0 0.0 0.0
I 5.44021 0.24349 2.12776 0.0 0.0 0.0
H 2.89395 0.93781 -1.30925 0.0 0.0 -0.2
H 4.44568 0.37075 -0.70028 0.0 0.0 -0.1
H 4.10526 -1.73787 0.99175 0.0 0.0 0.0
H 3.14691 -1.07888 2.33944 0.0 0.0 0.0